C26H27MoN3O3SSe3 | wB97M-V/def2-TZVPD

```
64
Properties=species:S:1:pos:R:3:forces:R:3:nbo_charge:R:1
Mo 0.34133 -0.23143 -0.00402 0.3 0.3 0.2 0.778
Se 0.76917 -1.49094 3.48657 -0.1 0.0 0.0 0.134
Se 2.63897 -0.32022 1.62257 -0.3 -0.1 -0.3 0.127
C 3.04297 -1.17648 -0.02026 0.1 0.1 -0.1 0.063
C 4.14465 -1.97456 -0.29111 0.1 0.0 0.1 -0.258
C 4.35071 -2.40249 -1.58793 0.0 0.0 0.0 -0.116
C 3.45540 -2.04037 -2.58826 0.0 0.0 0.0 -0.263
C 2.35239 -1.29540 -2.24627 -0.1 0.0 0.1 0.119
N 2.15614 -0.87326 -0.98668 -0.1 -0.1 -0.1 -0.505
C -0.87470 -0.79833 2.86925 0.0 0.0 0.2 0.069
C -1.93393 -0.85735 3.79786 0.1 0.0 0.0 -0.280
C -3.15275 -0.31190 3.50646 -0.1 0.0 0.1 -0.132
C -3.33196 0.33121 2.28170 0.0 0.0 0.0 -0.267
C -2.28125 0.35954 1.41384 0.2 -0.1 0.0 0.072
N -1.07027 -0.21934 1.67185 -0.3 0.0 -0.2 -0.548
H 4.81850 -2.23321 0.51280 0.0 0.0 0.0 0.239
H 5.20754 -3.02100 -1.82358 0.0 0.0 0.0 0.227
H 3.58953 -2.35426 -3.61276 0.0 0.0 0.0 0.234
H 1.59214 -1.02649 -2.96378 0.0 0.0 0.0 0.226
H -1.74880 -1.33129 4.75182 0.0 0.0 0.0 0.238
H -3.95829 -0.36633 4.22837 0.0 0.0 0.0 0.225
H -4.26299 0.80430 2.00612 0.0 0.0 0.0 0.232
H -2.36099 0.86727 0.46798 0.0 0.0 0.0 0.226
C 2.87751 4.25022 -3.02542 0.0 0.0 -0.1 -0.397
N 3.17702 3.14600 -2.14525 0.0 0.0 0.0 -0.453
C 4.26269 3.38453 -1.22304 0.0 0.0 0.0 -0.408
C 2.08050 2.34517 -1.63805 -0.1 0.1 0.0 -0.232
C 1.36600 2.79233 -0.36905 0.0 0.1 0.1 -0.070
C 1.38097 4.14737 -0.05563 0.0 0.1 0.0 -0.213
C 0.81248 4.64842 1.10676 0.0 0.0 -0.1 -0.215
C 0.22829 3.76382 1.98992 0.0 -0.1 0.0 -0.236
C 0.17585 2.41047 1.67414 0.1 0.1 0.1 -0.189
C 0.70886 1.88672 0.49195 -0.1 0.0 -0.2 -0.210
H 3.76703 4.49501 -3.61152 0.0 0.0 0.0 0.195
H 2.55869 5.18009 -2.53030 0.0 0.0 0.0 0.158
H 2.09047 3.96113 -3.72377 0.0 0.0 0.0 0.199
H 5.16117 3.66192 -1.77932 0.0 0.0 0.0 0.194
H 4.47795 2.46875 -0.66790 0.0 0.0 0.0 0.202
H 4.06701 4.17648 -0.48552 0.0 0.0 0.0 0.172
H 2.47418 1.35167 -1.44937 0.1 -0.1 0.0 0.202
H 1.35328 2.23892 -2.44994 0.0 0.0 0.0 0.207
H 1.86220 4.83068 -0.74003 0.0 0.0 0.0 0.206
H 0.84307 5.70963 1.31866 0.0 0.0 0.0 0.210
H -0.18721 4.10896 2.92873 0.0 0.0 0.0 0.210
H -0.26815 1.76135 2.41219 0.0 0.0 0.0 0.191
C -6.15378 -2.75649 0.25199 0.0 0.0 0.0 -0.629
C -4.66548 -2.92742 0.09534 0.0 0.0 -0.1 -0.007
C -3.84396 -3.10235 1.20532 0.0 0.0 0.1 -0.213
C -2.47246 -3.23453 1.06509 0.0 0.0 0.0 -0.209
C -1.90569 -3.18672 -0.20189 -0.1 -0.1 0.0 -0.290
C -2.70533 -3.03317 -1.32577 0.1 0.1 0.1 -0.205
C -4.07725 -2.90313 -1.16683 0.0 0.0 0.0 -0.211
S -0.15550 -3.39343 -0.34286 0.1 0.1 0.1 2.411
O 0.21125 -3.14705 -1.71775 -0.1 0.0 0.0 -0.983
O 0.16701 -4.66676 0.22935 0.1 0.1 0.0 -0.933
O 0.39560 -2.28048 0.55890 -0.3 0.2 -0.4 -0.978
H -6.48867 -3.08219 1.23640 0.0 0.0 0.0 0.216
H -6.70119 -3.32922 -0.49711 0.0 0.0 0.0 0.222
H -6.43997 -1.70880 0.13332 0.0 0.0 0.0 0.220
H -4.28515 -3.13858 2.19531 0.0 0.0 0.0 0.210
H -1.84070 -3.38833 1.93252 0.0 0.0 0.0 0.238
H -2.24728 -3.00271 -2.30550 0.0 0.0 0.0 0.243
H -4.70574 -2.78079 -2.04217 0.0 0.0 0.0 0.212
Se -0.83907 0.30485 -1.82446 0.3 -0.3 0.4 0.125
```
Positions in Å, forces in eV/Å.

Output
Kohn-Sham gap (spin up / spin down) = 5.620 / 6.522 eV
Net charge = 0
HOMO (spin up / spin down) = -7.3857 / -8.0661 eV
Total energy = -246742.332 eV
⟨S²⟩ = 2.099
Multiplicity = 3